Record 1
7 unconnected molecules or ions with the total composition C27H48B3F4N7O3 at a distorted geometry, computed with ωB97M-V with the def2-TZVPD basis set.

Structure (XYZ):
```
92
Properties=species:S:1:pos:R:3:mulliken_charge:R:1
N 3.7779 -1.3042 5.1755 -0.659
B 4.1916 -0.7861 3.7912 0.450
O 3.8910 0.6267 3.4879 -0.397
B 3.9464 0.9179 2.0420 0.465
F 3.4444 2.2445 1.5633 -0.300
O 4.5291 -0.0360 1.0344 -0.073
B 5.5267 -0.7987 1.8656 0.155
C 7.1432 -0.5511 1.6768 -0.326
C 7.9529 -1.0243 3.0211 -0.389
C 8.1474 0.1347 4.1634 0.820
F 9.5607 -0.0163 4.6737 -0.286
F 8.0365 1.5280 3.6742 -0.250
F 7.2717 -0.1003 5.3692 -0.263
O 4.9113 -1.7276 2.8693 -0.104
H 4.3348 -0.7682 5.9014 0.283
H 4.1611 -2.2781 5.2307 0.229
H 7.5265 -1.2063 0.7567 0.228
H 7.2733 0.6018 1.4134 0.055
H 7.4227 -1.9404 3.5486 -0.123
H 9.0481 -1.3352 2.6648 0.377
C 5.2443 2.5171 -1.2675 -0.899
C 6.1832 2.7496 -2.4471 -0.594
C 7.2897 1.6974 -2.5433 -0.343
C 8.1390 1.7288 -1.2831 0.333
N 8.8436 1.7548 -0.2377 -0.550
H 5.7725 2.5840 -0.3111 0.261
H 4.4544 3.2748 -1.2555 0.359
H 4.7703 1.5309 -1.3318 0.227
H 6.6268 3.7487 -2.3556 0.315
H 5.5987 2.7404 -3.3737 0.340
H 7.9263 1.9000 -3.4109 0.316
H 6.8599 0.6970 -2.6635 0.276
C -1.9307 0.0455 0.9032 -1.105
C -0.6948 -0.7785 1.2505 -0.726
C 0.5910 0.0506 1.2556 0.241
C 0.8237 0.6457 -0.1236 0.252
N 1.0167 1.1393 -1.2677 -0.593
H -1.8676 0.4629 -0.1067 0.294
H -2.8276 -0.5808 0.9399 0.364
H -2.0626 0.8722 1.6108 0.318
H -0.6039 -1.6016 0.5312 0.322
H -0.8344 -1.2289 2.2394 0.384
H 1.4443 -0.5814 1.5231 -0.086
H 0.5240 0.8599 1.9908 0.332
C -6.5320 0.0323 -0.6698 -1.309
C -6.3881 0.9525 -1.8779 0.102
C -4.9505 1.4288 -2.0952 -0.241
C -4.4794 2.2103 -0.8796 0.043
N -4.0884 2.8587 0.1288 -0.563
H -6.2670 0.5432 0.2613 0.290
H -7.5684 -0.3055 -0.5707 0.352
H -5.8930 -0.8523 -0.7721 0.392
H -7.0506 1.8168 -1.7462 0.164
H -6.7279 0.4197 -2.7729 0.015
H -4.8979 2.0729 -2.9792 0.362
H -4.2827 0.5757 -2.2564 0.351
C -8.5487 0.3016 -5.8975 -0.702
C -7.6098 0.5342 -7.0771 -0.453
C -6.5033 -0.5181 -7.1733 -0.418
C -5.6539 -0.4867 -5.9131 0.340
N -4.9493 -0.4607 -4.8677 -0.510
H -8.0205 0.3686 -4.9411 -0.015
H -9.3385 1.0593 -5.8855 0.338
H -9.0227 -0.6846 -5.9618 0.301
H -7.1662 1.5332 -6.9856 0.283
H -8.1942 0.5249 -8.0037 0.317
H -5.8667 -0.3155 -8.0409 0.292
H -6.9330 -1.5184 -7.2935 0.284
C -8.9804 2.5029 0.9100 -1.091
C -9.1677 3.9210 0.3799 -0.415
C -10.6068 4.2096 -0.0519 -0.388
C -11.0085 3.2587 -1.1677 0.262
N -11.3417 2.4699 -2.0933 -0.487
H -9.1935 1.7528 0.1418 0.296
H -7.9455 2.3516 1.2328 0.255
H -9.6364 2.3148 1.7677 0.408
H -8.4871 4.0760 -0.4662 0.254
H -8.8785 4.6333 1.1605 0.323
H -10.6918 5.2407 -0.4104 0.298
H -11.2939 4.0857 0.7921 0.293
C 7.1991 -7.2160 3.6698 -1.202
C 7.0039 -6.1630 2.5835 -0.623
C 6.7266 -4.7688 3.1492 0.072
C 5.4538 -4.7954 3.9797 0.387
N 4.3980 -4.8175 4.6686 -0.623
H 6.2984 -7.3397 4.2794 0.358
H 7.4227 -8.1886 3.2204 0.353
H 8.0300 -6.9469 4.3322 0.301
H 6.1756 -6.4726 1.9344 0.309
H 7.9042 -6.1241 1.9604 0.369
H 6.6080 -4.0489 2.3326 -0.020
H 7.5600 -4.4357 3.7772 0.366
```

maximum force: 0.19537 Eh/bohr
SMILES string: NB1OB(F)OB(CCC(F)(F)F)O1.CCCC#N.CCCC#N.CCCC#N.CCCC#N.CCCC#N.CCCC#N

Record 2
A single C21H19FN8 molecule at a distorted geometry, computed with ωB97M-V with the def2-TZVPD basis set.

Structure (XYZ):
```
49
Properties=species:S:1:pos:R:3:nbo_charge:R:1
C -1.8164 -6.5361 -1.5397 -0.416
N -0.3453 -6.6537 -1.5834 -0.165
N 0.3282 -7.8429 -1.7471 -0.032
N 1.5820 -7.5983 -1.6546 -0.219
C 1.7476 -6.2511 -1.4693 -0.092
C 0.5586 -5.6350 -1.4391 0.017
C 0.2069 -4.2655 -1.2173 -0.066
C -0.1025 -3.1345 -0.9136 0.106
C -0.4805 -1.7843 -0.6220 -0.280
C -1.4253 -1.1943 -1.4176 0.145
N -1.8416 0.0539 -1.2231 -0.496
C -1.2942 0.7663 -0.2284 0.586
N -1.6920 2.1034 -0.1179 -0.415
C -0.8553 3.0388 0.6752 -0.211
C -1.2848 4.4707 0.3800 -0.404
C -2.8205 4.6713 0.6606 -0.058
N -3.2731 5.8419 -0.0991 -0.839
C -3.6469 3.4793 0.2756 -0.431
C -2.9693 2.5371 -0.7161 -0.204
N -0.4142 0.2342 0.6071 -0.499
C -0.0130 -1.0057 0.4537 0.287
C 0.9422 -1.4941 1.4861 -0.032
C 1.9636 -0.6370 1.9308 -0.173
C 2.8154 -1.0003 2.9675 -0.150
C 2.7281 -2.2377 3.5590 -0.232
C 3.6371 -2.5471 4.6344 0.276
N 4.4244 -2.8043 5.4623 -0.282
C 1.7544 -3.1205 3.1240 0.447
F 1.6308 -4.3579 3.6878 -0.307
C 0.8913 -2.7620 2.0850 -0.252
H -2.2707 -7.3442 -2.0990 0.233
H -2.2141 -6.5835 -0.5337 0.214
H -2.1489 -5.5940 -2.0190 0.221
H 2.6708 -5.7128 -1.3276 0.220
H -1.7724 -1.6952 -2.3052 0.203
H -0.9117 2.8079 1.7513 0.196
H 0.1622 2.9191 0.3781 0.207
H -0.7124 5.1887 1.0394 0.230
H -1.1283 4.6920 -0.6813 0.204
H -2.8791 4.8848 1.7219 0.197
H -3.2778 5.6636 -1.1000 0.353
H -4.2028 6.1363 0.2101 0.361
H -3.9190 2.8483 1.1513 0.209
H -4.5826 3.8207 -0.1895 0.216
H -2.7717 3.0707 -1.6662 0.180
H -3.5833 1.6725 -0.9440 0.239
H 2.0353 0.3309 1.4941 0.231
H 3.6515 -0.3623 3.2182 0.236
H 0.1994 -3.5029 1.7666 0.241
```

maximum force: 0.05217 Eh/bohr
energy relative to the best compared isomer or geometry (same formula, charge and spin): 32.8 kcal/mol
SMILES string: Cn1nncc1C#Cc1cnc(N2CCC(N)CC2)nc1-c1ccc(C#N)c(F)c1

Record 3
A single C4H7F molecule at a distorted geometry, computed with ωB97M-V with the def2-TZVPD basis set.

Structure (XYZ):
```
12
Properties=species:S:1:pos:R:3:nbo_charge:R:1
C -1.5577 -0.1659 0.2360 -0.525
C -0.4425 0.2568 -0.3943 0.427
F -0.4654 0.6061 -1.6582 -0.319
C 0.9685 0.2586 0.2475 -0.483
C 1.2568 -0.8194 1.3493 -0.606
H -2.5079 -0.0327 -0.2011 0.215
H -1.4560 -0.5862 1.3107 0.215
H 1.8134 0.1919 -0.5539 0.221
H 1.2402 1.1902 0.7437 0.223
H 0.9900 -1.8502 1.0017 0.212
H 0.5226 -0.7656 2.2197 0.202
H 2.2348 -0.7828 1.7720 0.218
```

maximum force: 0.06641 Eh/bohr
energy relative to the best compared isomer or geometry (same formula, charge and spin): 9.2 kcal/mol
SMILES string: C=C(F)CC

| no. | E_tot (eV) |
| --- | --- |
| 1 | -58251.4805 |
| 2 | -36720.8474 |
| 3 | -6977.7938 |